1.
Computed, not measured: a 2-piece molecular cluster, C4H11BS overall at a distorted geometry, with ωB97M-V/def2-TZVPD.

ΔE to the lowest compared entry with this formula, charge and spin = 35.6 kcal per mole
Structure (SMILES) = C=CCC.BS
HOMO energy = -9.73 eV
Net charge = 0
E = -15836.392 eV
HOMO-LUMO gap = 10.36 eV

Each line ends with the Mulliken charge.
CARTESIAN COORDINATES (ANGSTROEM)
B -3.80 -1.04 -0.15  0.164
C 0.96 0.18 -1.45  -0.496
C 1.96 0.56 -0.46  -0.407
C 1.60 -0.07 0.88  -0.052
C 1.14 0.46 2.05  -0.749
S -2.78 0.38 0.08  -0.199
H -3.49 -1.91 -0.90  -0.053
H -4.77 -0.97 0.57  -0.039
H 1.17 -0.89 -1.75  0.281
H 0.97 0.74 -2.44  0.336
H -0.08 0.27 -0.94  -0.188
H 2.09 1.66 -0.22  0.290
H 3.01 0.27 -0.67  0.269
H 1.86 -1.15 0.90  0.255
H -1.73 0.22 -0.79  0.113
H 0.89 1.49 2.37  0.253
H 1.00 -0.22 2.92  0.222

2.
Computed, not measured: an isolated molecule of C7H11NO at a distorted geometry, with ωB97M-V/def2-TZVPD.

ΔE to the lowest compared entry with this formula, charge and spin = 105.5 kcal per mole
Structure (SMILES) = C=C1C[C@@H](N)[C@@H]2[C@@H](O)[C@@H]12
HOMO energy = -8.83 eV
Net charge = 0
E = -10970.699 eV
HOMO-LUMO gap = 9.71 eV

Each line ends with the Mulliken charge.
CARTESIAN COORDINATES (ANGSTROEM)
C -1.27 -0.75 0.33  -0.195
C -1.60 0.73 -0.06  -0.574
C -0.24 1.44 0.10  0.509
C 0.16 2.65 -0.31  -1.078
C 0.72 0.44 0.71  -0.217
C 1.68 -0.78 0.41  -0.023
C 0.22 -0.80 -0.05  -0.311
H -3.12 -1.39 -0.24  0.252
H -1.80 -1.88 -1.25  0.262
H -1.45 -0.79 1.39  0.315
H -1.95 0.75 -1.05  0.310
H -2.40 1.14 0.58  0.317
H -0.47 3.38 -0.81  0.302
H 1.20 3.00 -0.19  0.297
H 0.40 0.23 1.74  0.171
H 1.85 -1.19 1.38  0.394
H 2.45 -0.63 -1.34  0.337
H 0.35 -0.65 -1.09  0.153
N -2.15 -1.71 -0.29  -0.666
O 2.74 -0.95 -0.48  -0.555

3.
Computed, not measured: a 2-piece molecular cluster, C6H11NO3 overall at a distorted geometry, with ωB97M-V/def2-TZVPD.

ΔE to the lowest compared entry with this formula, charge and spin = 0.0 kcal per mole
HOMO energy = -19.88 eV
Net charge = +2
E = -14013.300 eV
HOMO-LUMO gap = 10.16 eV

Each line ends with the Mulliken charge.
CARTESIAN COORDINATES (ANGSTROEM)
C 0.56 -1.39 -1.14  0.284
C 3.99 -0.93 -0.59  0.596
C -0.27 -0.16 -1.48  -0.493
C -0.99 -0.51 0.82  -0.639
C 0.25 -1.37 1.22  -0.267
C 0.28 1.64 0.17  -0.693
N -0.67 0.53 -0.24  -0.190
O 2.93 -0.49 -0.71  -0.407
O 0.83 -1.90 -0.04  -0.154
O 4.99 -1.42 -0.47  -0.206
H 0.90 -1.91 -2.08  0.412
H 0.13 0.59 -2.18  0.445
H -1.16 -0.64 -2.02  0.370
H -1.70 -1.09 0.30  0.444
H -1.31 0.01 1.74  0.406
H 1.21 -0.99 1.76  0.324
H -0.10 -2.23 1.87  0.365
H 0.10 1.74 1.23  0.351
H 1.36 1.28 0.02  0.279
H 0.15 2.68 -0.29  0.354
H -1.59 1.12 -0.31  0.420

4.
Computed, not measured: a 10-piece molecular cluster, C5H30NO11 overall at a distorted geometry, with ωB97M-V/def2-TZVPD.

ΔE to the lowest compared entry with this formula, charge and spin = 40.6 kcal per mole
HOMO energy = -6.09 eV
Net charge = -1
E = -29685.808 eV
HOMO-LUMO gap = 8.73 eV

Each line ends with the Mulliken charge.
CARTESIAN COORDINATES (ANGSTROEM)
C 0.09 -0.53 -0.14  -0.815
N 1.39 -1.20 0.19  -0.136
C 1.91 -2.12 -0.86  -0.486
O 1.64 -1.88 -2.20  -0.541
C -0.96 -0.33 0.95  0.845
C -2.03 0.65 0.46  0.277
C -3.23 0.83 1.42  -1.484
O -1.41 2.01 0.60  -0.670
H 0.39 0.52 -0.19  0.384
H -0.16 -0.79 -1.16  -0.688
H 2.02 -0.45 0.40  0.380
H 1.56 -3.12 -0.56  0.320
H 3.01 -2.12 -0.77  0.328
H -0.53 0.19 1.80  -0.497
H -1.33 -1.28 1.34  0.714
H -2.34 0.48 -0.55  0.558
H -4.02 0.09 1.44  0.359
H -2.75 0.93 2.39  0.211
H -3.66 1.81 1.23  0.374
H -1.13 2.29 -0.30  0.310
H 1.73 -0.86 -2.48  0.351
H 0.66 1.76 -2.32  0.413
O 1.45 0.43 -2.95  -0.961
H -1.46 -2.46 -1.32  0.460
H -1.25 -1.68 -2.52  0.284
O -1.63 -2.53 -2.27  -0.665
H 0.66 1.04 3.81  0.373
H 0.20 -0.27 4.34  0.289
O 1.02 0.17 4.09  -0.683
H 0.17 -2.79 0.59  0.261
H 0.15 -3.37 1.99  0.344
O -0.40 -3.24 1.21  -0.714
H 2.11 -2.26 2.00  0.325
H 1.86 -1.74 3.34  0.360
O 2.25 -2.53 2.93  -0.771
H 0.03 2.88 -3.18  0.246
H 2.62 2.80 -1.19  0.315
O 0.24 2.67 -2.27  -0.610
H -1.20 2.32 3.50  0.358
H -0.68 1.91 2.13  0.278
O -0.38 2.24 3.02  -0.746
H 1.87 0.82 -3.71  0.106
H 1.48 3.37 -0.51  0.338
O 2.40 3.60 -0.72  -0.666
H -1.15 -0.06 -4.68  0.270
H -0.19 0.92 -3.92  0.385
O -1.03 0.85 -4.40  -0.683

5.
Computed, not measured: an isolated molecule of C2H4P2 at a distorted geometry, with ωB97M-V/def2-TZVPD.

ΔE to the lowest compared entry with this formula, charge and spin = 27.5 kcal per mole
Structure (SMILES) = [H]/P=C/P=C
HOMO energy = -9.54 eV
Net charge = 0
E = -20713.609 eV
HOMO-LUMO gap = 9.41 eV

Each line ends with the Mulliken charge.
CARTESIAN COORDINATES (ANGSTROEM)
C -0.83 0.40 -0.12  -0.375
C 1.40 -1.01 -0.38  -0.512
P -0.19 -1.13 -0.93  -0.012
P -1.65 0.45 1.29  -0.095
H -0.66 1.29 -0.61  0.433
H 2.05 -1.81 -0.66  0.270
H 1.67 -0.10 0.10  0.281
H -1.79 1.91 1.30  0.011

6.
Computed, not measured: an isolated molecule of C4H9NO2 at a distorted geometry, with ωB97M-V/def2-TZVPD.

ΔE to the lowest compared entry with this formula, charge and spin = 22.3 kcal per mole
Structure (SMILES) = NC(=O)CCCO
HOMO energy = -9.43 eV
Net charge = 0
E = -9879.095 eV
HOMO-LUMO gap = 10.03 eV

Each line ends with the Mulliken charge.
CARTESIAN COORDINATES (ANGSTROEM)
N 1.49 0.54 1.13  -0.388
C 1.40 -0.72 0.65  0.310
O 2.39 -1.45 0.55  -0.644
C 0.11 -1.35 0.17  -0.420
C -1.15 -0.55 -0.27  -0.494
C -0.97 0.80 -0.95  -0.509
O -0.76 1.81 0.04  -0.593
H 2.43 0.89 1.19  0.225
H 0.72 1.19 1.03  0.310
H 0.66 -1.99 -0.54  0.315
H -0.20 -2.07 0.93  0.251
H -1.73 -1.19 -0.94  0.334
H -1.81 -0.36 0.59  0.303
H -0.13 0.77 -1.66  0.326
H -1.88 1.04 -1.51  0.380
H -0.58 2.64 -0.41  0.295

7.
Computed, not measured: an isolated molecule of C3H8N2O at a distorted geometry, with ωB97M-V/def2-TZVPD.

ΔE to the lowest compared entry with this formula, charge and spin = 26.2 kcal per mole
Structure (SMILES) = CNCC(N)=O
HOMO energy = -8.89 eV
Net charge = 0
E = -8268.188 eV
HOMO-LUMO gap = 9.78 eV

Each line ends with the Mulliken charge.
CARTESIAN COORDINATES (ANGSTROEM)
C 0.73 1.66 1.91  -0.788
N 0.75 0.82 0.74  -0.259
C -0.23 -0.22 0.57  -0.529
C -0.34 -0.62 -0.88  0.478
N -1.43 -1.30 -1.31  -0.368
O 0.67 -0.57 -1.57  -0.605
H -0.36 1.81 2.07  0.286
H 1.18 1.27 2.83  0.262
H 1.04 2.69 1.72  0.294
H 1.64 0.36 0.60  0.209
H -0.21 -1.10 1.24  0.286
H -1.22 0.17 0.86  0.284
H -2.27 -1.26 -0.79  0.198
H -1.51 -1.52 -2.28  0.252

8.
Computed, not measured: C5H8O as an isolated structure, with ωB97M-V/def2-TZVPD.

ΔE to the lowest compared entry with this formula, charge and spin = 132.1 kcal per mole
HOMO energy = -8.51 eV
Net charge = 0
E = -7356.529 eV
HOMO-LUMO gap = 8.61 eV

Each line ends with the Mulliken charge.
CARTESIAN COORDINATES (ANGSTROEM)
C -0.75 -0.10 1.50  -0.391
C 0.19 0.27 0.35  0.072
C 1.24 -0.54 -0.42  -0.517
C 0.50 0.07 -1.63  -0.324
O -0.66 0.25 -0.83  -0.394
C -1.81 0.87 1.06  -0.377
H -0.97 -1.18 1.50  0.265
H -0.34 0.22 2.46  0.273
H 0.57 1.29 0.53  0.242
H 1.08 -1.62 -0.36  0.241
H 2.29 -0.29 -0.29  0.271
H 0.31 -0.54 -2.52  0.265
H 0.89 1.05 -1.91  0.252
H -2.59 0.30 0.52  0.122

> What is the formula in the seventh record?

C3H8N2O

> Which formula does entry 6 have?

C4H9NO2

> Which value of HOMO-LUMO gap does entry 8 give?

8.61 eV

> Among the records above, which one has the highest E?

C5H8O